1.
C70H74B2CuMgN10O22 | ωB97M-V/def2-TZVPD

Output
orbital gap	8.3332	eV
strongest force on any atom	4.72	eV/Å
energy	-185181.8552	eV

ORCA input file:
```
! RIJCOSX wB97M-V def2-TZVPD def2/J DEFGRID3
* xyz 1 1
Cu 4.084 1.291 -3.075
Mg -1.213 2.154 4.064
O 0.795 2.415 4.196
C 1.878 2.083 3.704
O 2.220 2.173 2.462
B 3.643 1.712 2.338
O 3.982 1.333 3.731
C 3.048 1.528 4.554
O 3.054 1.414 5.773
O 4.528 2.786 1.842
C 4.989 2.442 0.638
O 5.674 3.087 -0.091
C 4.440 1.076 0.339
O 3.897 0.567 1.430
O 4.621 0.459 -0.638
O 2.187 -0.554 -2.668
C 1.313 -0.515 -1.856
O 0.698 0.530 -1.335
B -0.362 0.054 -0.457
O -0.132 -1.373 -0.233
C 0.730 -1.733 -1.113
O 1.163 -2.839 -1.383
O -1.710 0.458 -1.053
C -2.415 1.096 -0.125
O -3.571 1.428 -0.185
C -1.492 1.328 1.136
O -0.389 0.704 0.858
O -1.732 1.951 2.121
N -1.257 4.191 4.815
C -0.174 4.920 5.136
C -0.254 6.213 5.604
C -1.399 6.828 5.786
C -2.526 6.081 5.549
C -2.415 4.849 4.991
H 0.705 4.491 4.861
H 0.656 6.826 5.704
H -1.579 7.824 6.079
H -3.502 6.491 5.751
H -3.359 4.319 4.716
N 2.121 -8.590 -1.240
C 3.162 -9.264 -0.818
C 3.354 -10.657 -1.077
C 2.361 -11.344 -1.778
C 1.246 -10.594 -2.253
C 1.125 -9.226 -1.879
H 3.906 -8.701 -0.320
H 4.270 -11.140 -0.895
H 2.459 -12.425 -2.102
H 0.418 -10.999 -2.896
H 0.270 -8.597 -2.172
N -6.601 -0.771 2.091
C -6.008 -0.461 0.940
C -6.576 -0.347 -0.315
C -7.858 -0.819 -0.490
C -8.520 -1.221 0.645
C -7.879 -1.174 1.925
H -4.955 -0.206 1.120
H -6.134 0.053 -1.173
H -8.424 -0.755 -1.465
H -9.567 -1.545 0.528
H -8.571 -1.414 2.746
N 3.552 -3.718 -4.759
C 3.169 -3.839 -3.535
C 2.454 -4.964 -3.040
C 2.214 -6.012 -3.931
C 2.598 -5.941 -5.249
C 3.257 -4.731 -5.615
H 3.497 -3.025 -2.849
H 2.014 -4.926 -2.055
H 1.739 -6.880 -3.440
H 2.410 -6.717 -5.990
H 3.570 -4.613 -6.640
N 5.493 -0.044 -3.552
C 6.758 0.197 -3.164
C 7.837 -0.625 -3.298
C 7.639 -1.834 -3.903
C 6.356 -2.110 -4.397
C 5.329 -1.205 -4.217
H 6.994 1.113 -2.626
H 8.771 -0.271 -2.906
H 8.412 -2.583 -4.121
H 6.175 -3.066 -4.721
H 4.304 -1.440 -4.516
N -0.626 0.055 4.662
C -0.561 0.009 5.990
C 0.199 -0.945 6.629
C 0.775 -1.931 5.869
C 0.666 -1.907 4.530
C 0.037 -0.823 3.927
H -1.009 0.834 6.533
H 0.412 -0.841 7.648
H 1.352 -2.669 6.369
H 1.005 -2.644 3.841
H -0.021 -0.747 2.867
N -1.392 4.464 -3.707
C -2.047 5.443 -4.324
C -3.391 5.418 -4.523
C -4.122 4.268 -4.140
C -3.449 3.261 -3.476
C -2.100 3.383 -3.361
H -1.478 6.290 -4.646
H -3.993 6.273 -4.894
H -5.193 4.185 -4.283
H -3.929 2.478 -3.016
H -1.527 2.636 -2.867
N -3.122 1.719 5.074
C -4.015 1.239 4.233
C -5.335 1.101 4.524
C -5.692 1.341 5.849
C -4.785 1.891 6.735
C -3.530 2.128 6.269
H -3.611 1.084 3.236
H -5.972 0.736 3.727
H -6.722 1.113 6.205
H -5.048 2.112 7.777
H -2.760 2.586 6.913
N 2.717 -3.404 2.431
C 3.206 -2.357 1.780
C 3.914 -2.419 0.542
C 4.195 -3.693 0.022
C 3.630 -4.757 0.694
C 2.837 -4.581 1.804
H 3.013 -1.353 2.151
H 4.262 -1.511 -0.022
H 4.809 -3.817 -0.857
H 3.841 -5.772 0.249
H 2.409 -5.409 2.289
N -0.618 6.907 1.234
C -1.622 6.111 0.996
C -2.607 6.414 -0.018
C -2.478 7.588 -0.797
C -1.318 8.333 -0.591
C -0.454 7.929 0.394
H -1.783 5.270 1.722
H -3.476 5.776 -0.174
H -3.279 7.843 -1.527
H -1.136 9.257 -1.111
H 0.388 8.631 0.567
O -2.845 -1.287 -5.404
C -2.195 -1.344 -4.401
O -1.120 -0.546 -4.117
C -0.560 0.263 -5.204
C 0.725 -0.451 -5.675
C -2.513 -2.233 -3.260
H -0.250 1.134 -4.766
H -1.309 0.447 -5.936
H 1.362 -0.004 -6.470
H 0.436 -1.474 -6.030
H 1.445 -0.557 -4.855
H -1.652 -2.368 -2.612
H -2.837 -3.129 -3.649
H -3.292 -1.715 -2.817
O 3.126 2.804 -2.546
C 3.427 3.959 -2.906
O 2.740 5.024 -2.620
C 1.533 4.758 -1.741
C 1.828 4.023 -0.460
C 4.608 4.404 -3.795
H 0.849 4.210 -2.352
H 1.128 5.719 -1.571
H 1.478 2.988 -0.367
H 1.288 4.548 0.345
H 2.909 3.957 -0.185
H 5.440 4.655 -3.148
H 4.329 5.239 -4.463
H 4.811 3.512 -4.393
O -2.544 -0.935 1.991
C -2.882 -1.995 2.426
O -3.335 -3.067 1.745
C -3.247 -3.129 0.323
C -2.891 -4.577 0.060
C -2.911 -2.330 3.912
H -2.397 -2.549 -0.068
H -4.167 -2.838 -0.150
H -2.889 -4.750 -1.038
H -3.648 -5.321 0.468
H -1.905 -4.840 0.406
H -2.060 -2.901 4.069
H -3.706 -3.002 4.236
H -2.732 -1.486 4.509
*
```

2.
C21H43Cl10O7PS2 | ωB97M-V/def2-TZVPD

Output
orbital gap	9.3049	eV
strongest force on any atom	1.71	eV/Å
ΔE to the lowest compared entry with this formula, charge and spin	0.000	eV
energy	-192993.2542	eV

ORCA input file:
```
! RIJCOSX wB97M-V def2-TZVPD def2/J DEFGRID3
* xyz 0 1
C 3.950 -4.831 -0.503
C 3.049 -3.611 -0.620
O 2.987 -3.212 -2.020
P 2.522 -1.734 -2.303
O 3.528 -0.707 -1.981
C 2.102 -1.652 -4.047
C 1.849 -2.949 -4.848
C 0.998 -4.041 -4.227
O 1.763 -5.112 -3.639
S 1.016 -5.625 -2.325
O 1.956 -5.969 -1.331
O 0.035 -6.582 -2.703
O 0.336 -4.251 -1.984
C -0.103 -3.639 -3.234
C -1.508 -4.049 -3.614
C -2.558 -3.701 -2.557
C -2.662 -4.697 -1.389
S -2.172 -3.997 0.231
O 1.209 -1.574 -1.395
C 0.441 -0.382 -1.572
C -0.732 -0.382 -0.616
H 4.874 -4.593 0.016
H 4.205 -5.198 -1.492
H 3.453 -5.640 0.022
H 3.446 -2.779 -0.046
H 2.046 -3.844 -0.279
H 1.271 -0.977 -4.225
H 2.986 -1.159 -4.446
H 2.790 -3.374 -5.187
H 1.318 -2.647 -5.749
H 0.476 -4.496 -5.075
H -0.123 -2.561 -3.097
H -1.574 -5.097 -3.890
H -1.755 -3.465 -4.505
H -2.373 -2.707 -2.152
H -3.514 -3.656 -3.074
H -2.018 -5.552 -1.557
H -3.686 -5.005 -1.225
H -1.063 -3.355 -0.146
H 0.054 -0.284 -2.588
H 1.058 0.498 -1.393
H -0.410 -0.445 0.416
H -1.414 -1.190 -0.877
H -1.274 0.544 -0.801
Cl 1.428 2.350 1.113
C 0.478 3.033 2.459
C -0.902 2.442 2.544
Cl -1.934 2.933 1.170
H 0.440 4.111 2.325
H 1.019 2.807 3.376
H -1.395 2.791 3.450
H -0.870 1.356 2.560
Cl -6.322 4.299 2.675
C -5.839 5.193 1.208
C -4.423 5.695 1.305
Cl -4.253 6.978 2.534
H -6.543 6.009 1.070
H -5.929 4.504 0.371
H -4.120 6.124 0.352
H -3.738 4.894 1.565
Cl -8.154 5.715 8.321
C -7.411 5.773 6.701
C -6.452 4.636 6.470
Cl -4.988 4.771 7.480
H -6.914 6.734 6.598
H -8.221 5.716 5.976
H -6.128 4.648 5.432
H -6.916 3.677 6.686
Cl 3.859 2.746 -3.636
C 5.197 1.573 -3.524
C 5.707 1.179 -4.889
Cl 4.495 0.210 -5.772
H 4.833 0.714 -2.963
H 5.998 2.053 -2.965
H 6.598 0.563 -4.791
H 5.944 2.048 -5.497
Cl 1.611 1.986 5.816
C 2.972 3.011 6.348
C 4.276 2.584 5.727
Cl 4.820 1.002 6.335
H 3.013 2.966 7.432
H 2.739 4.031 6.048
H 5.050 3.308 5.978
H 4.197 2.516 4.645
*
```

no.,E_HOMO (eV),LUMO energy (Eh)
1,-10.419,-0.077
2,-8.985,0.012